{
  "formula": "C41H56Cl14FN2O7P",
  "method": "ωB97M-V/def2-TZVPD",
  "symbols": ["C", "C", "C", "C", "C", "C", "C", "C", "C", "F", "C", "C", "C", "C", "O", "C", "C", "O", "C", "N", "C", "C", "C", "C", "C", "C", "C", "P", "O", "O", "O", "C", "O", "C", "N", "C", "C", "O", "H", "H", "H", "H", "H", "H", "H", "H", "H", "H", "H", "H", "H", "H", "H", "H", "H", "H", "H", "H", "H", "H", "H", "H", "H", "H", "H", "H", "Cl", "C", "C", "Cl", "H", "H", "H", "H", "Cl", "C", "C", "Cl", "H", "H", "H", "H", "Cl", "C", "C", "Cl", "H", "H", "H", "H", "Cl", "C", "C", "Cl", "H", "H", "H", "H", "Cl", "C", "C", "Cl", "H", "H", "H", "H", "Cl", "C", "C", "Cl", "H", "H", "H", "H", "Cl", "C", "C", "Cl", "H", "H", "H", "H"],
  "positions_angstrom": [[4.37, -3.74, -0.08], [4.74, -2.14, -0.04], [4.06, -1.47, -1.35], [4.13, 0.16, -1.32], [3.86, 0.71, -2.83], [2.73, 1.89, -2.87], [1.32, 1.29, -3.39], [1.15, 0.74, -4.87], [-0.19, 0.10, -5.39], [-0.26, -0.42, -6.72], [-1.44, 0.00, -4.47], [-1.29, 0.57, -3.00], [0.05, 1.20, -2.48], [-2.61, 0.42, -2.08], [-2.98, 1.33, -1.28], [-3.40, -0.98, -2.28], [-3.96, -1.69, -1.01], [-3.75, -1.02, 0.26], [-5.03, -0.45, 0.55], [-5.91, 0.17, 1.12], [-4.68, -3.06, -1.20], [-5.23, -3.87, 0.06], [-4.24, -3.88, 1.33], [-2.69, -4.14, 0.99], [-1.71, -3.52, 2.14], [-0.83, -2.28, 1.59], [-4.87, -3.64, -2.67], [-5.81, -5.29, -2.89], [-5.06, -6.43, -2.16], [-5.97, -5.76, -4.52], [-7.43, -5.13, -2.29], [-4.30, -2.89, -3.95], [-4.42, -3.38, -5.29], [-5.70, -2.94, -5.81], [-6.86, -2.91, -6.17], [-3.54, -1.56, -3.72], [-2.85, -0.68, -4.90], [-3.34, -0.54, -6.05], [5.31, -4.39, -0.23], [3.69, -3.96, -0.98], [3.78, -4.07, 0.86], [5.89, -2.10, -0.12], [4.42, -1.66, 0.95], [4.64, -1.92, -2.25], [2.97, -1.86, -1.37], [3.37, 0.58, -0.58], [5.20, 0.50, -1.06], [4.82, 1.02, -3.38], [3.39, -0.19, -3.42], [2.60, 2.31, -1.80], [3.08, 2.76, -3.55], [2.09, 0.83, -5.53], [0.07, 1.55, -1.39], [-5.55, -4.94, -0.14], [-6.19, -3.31, 0.41], [-4.59, -4.75, 2.02], [-4.37, -2.93, 1.96], [-2.43, -5.27, 0.95], [-2.33, -3.69, 0.00], [-0.94, -4.34, 2.43], [-2.33, -3.20, 3.05], [-0.15, -2.55, 0.71], [-1.44, -1.36, 1.31], [-0.11, -1.93, 2.44], [-5.11, -6.08, -4.87], [-7.80, -6.04, -2.13], [-9.63, -2.56, 4.75], [-8.92, -1.16, 3.89], [-8.38, -1.54, 2.53], [-6.94, -2.59, 2.64], [-8.14, -0.74, 4.53], [-9.71, -0.42, 3.79], [-8.08, -0.64, 1.99], [-9.13, -2.06, 1.93], [8.23, -2.05, 0.53], [9.09, -1.21, 1.84], [8.22, -1.03, 3.07], [6.90, 0.12, 2.80], [9.44, -0.25, 1.46], [9.96, -1.82, 2.09], [8.82, -0.64, 3.90], [7.79, -1.98, 3.40], [4.50, 0.54, 5.27], [4.98, 1.73, 6.51], [6.03, 2.70, 6.00], [7.60, 1.91, 5.71], [5.34, 1.18, 7.38], [4.08, 2.27, 6.79], [6.20, 3.48, 6.74], [5.71, 3.18, 5.07], [0.74, 4.20, -4.09], [1.06, 5.95, -4.11], [2.30, 6.30, -4.90], [3.79, 5.73, -4.10], [1.13, 6.29, -3.07], [0.18, 6.43, -4.56], [2.39, 7.38, -5.00], [2.27, 5.87, -5.90], [-3.10, 3.71, 4.25], [-2.71, 3.20, 2.59], [-3.02, 1.73, 2.36], [-1.91, 0.67, 3.27], [-1.66, 3.42, 2.40], [-3.32, 3.81, 1.92], [-2.89, 1.49, 1.30], [-4.04, 1.48, 2.65], [2.90, -2.30, 8.78], [4.59, -2.36, 9.32], [4.92, -1.22, 10.28], [4.91, 0.36, 9.47], [5.23, -2.33, 8.44], [4.74, -3.32, 9.82], [5.93, -1.37, 10.69], [4.22, -1.18, 11.11], [-1.09, 8.39, -5.10], [-0.38, 9.78, -5.96], [0.15, 9.40, -7.33], [1.59, 8.35, -7.22], [0.40, 10.21, -5.33], [-1.17, 10.53, -6.07], [0.46, 10.30, -7.87], [-0.60, 8.88, -7.92]],
  "lowdin_charge": [-0.136, -0.266, -0.233, -0.192, -0.193, -0.189, -0.206, 0.055, -0.076, -0.014, 0.023, -0.020, 0.028, -0.214, 0.053, 0.064, -0.094, -0.018, -0.192, 0.191, -0.026, -0.176, -0.224, -0.192, -0.229, -0.159, -0.036, 0.670, -0.352, -0.182, -0.185, -0.116, -0.027, -0.195, 0.174, 0.052, -0.214, 0.076, 0.069, 0.064, 0.072, 0.012, 0.102, 0.122, 0.112, 0.107, 0.116, 0.114, 0.096, 0.113, 0.068, 0.123, 0.117, 0.103, 0.068, 0.128, 0.064, 0.116, 0.099, 0.107, 0.105, 0.073, 0.022, 0.074, 0.093, 0.098, 0.533, -0.662, -0.638, 0.630, 0.071, 0.073, 0.041, 0.073, 0.582, -0.649, -0.651, 0.514, 0.070, 0.072, 0.065, 0.073, 0.527, -0.695, -0.649, 0.525, -0.048, 0.076, 0.072, 0.070, 0.641, -0.658, -0.714, 0.547, 0.076, -0.024, 0.013, 0.052, 0.534, -0.659, -0.665, 0.574, 0.068, 0.075, 0.045, 0.054, 0.542, -0.662, -0.640, 0.611, 0.071, 0.072, 0.073, 0.070, 0.607, -0.636, -0.637, 0.613, 0.073, 0.074, 0.075, 0.073],
  "lumo_ev": -1.88,
  "e_homo_ev": -9.31,
  "smiles": "CCCCCCc1cc(F)c2c(c1)C(=O)c1c(OC#N)c(CCCCC)c(P(=O)(O)O)c(OC#N)c1C2=O.ClCCCl.ClCCCl.ClCCCl.ClCCCl.ClCCCl.ClCCCl.ClCCCl",
  "max_force_ha_per_bohr": 0.1306,
  "molar_mass_g_mol": 1235.2,
  "charge": 0,
  "energy_ha": -9115.5084,
  "orbital_gap_ev": 7.4
}